Run P
CH3Br3OSi | ωB97M-V with the def2-TZVPD basis set

Last column: Mulliken charge in e.
Positions of all 9 atoms, in Å:
1 Br -0.72598 2.54366 -0.61808  -0.194
2 Br 1.68966 1.11806 1.56058  -0.191
3 Br 2.36259 1.56282 -2.11168  -0.154
4 Si 0.89774 1.02481 -0.51699  0.694
5 O 0.05195 -0.68787 -0.50302  -0.321
6 C -0.86895 -1.22464 0.36241  -0.561
7 H -1.79544 -0.69564 0.36236  0.280
8 H -0.59935 -1.32531 1.45207  0.246
9 H -1.01222 -2.31589 0.01235  0.202

- SMILES string: CO[Si](Br)(Br)Br
- Charge: 0
- Multiplicity: 1
- Gap between HOMO and LUMO: 0.3650 Ha

Run Q
CH3Br3OSi | ωB97M-V with the def2-TZVPD basis set

Last column: Mulliken charge in e.
Positions of all 9 atoms, in Å:
1 Br 2.02824 -3.91344 1.17140  -0.126
2 Br 5.20399 -2.12875 0.73804  -0.123
3 Br 2.91323 -1.22100 3.42048  -0.119
4 Si 3.12071 -2.02885 1.39291  0.740
5 O 1.64355 -0.04410 -0.06904  -0.528
6 C 0.29944 -0.07969 0.00010  -0.508
7 H -0.08127 0.48656 -0.86998  0.238
8 H -0.12161 -1.09465 -0.10172  0.209
9 H -0.10339 0.38894 0.91600  0.217

- Charge: 0
- Multiplicity: 1
- Gap between HOMO and LUMO (alpha / beta): 0.2383 / 0.2385 Ha

Most stable structure: run P

Run P
F3HN2 | ωB97M-V with the def2-TZVPD basis set

Last column: Mulliken charge in e.
Positions of all 6 atoms, in Å:
1 F 0.43484 1.61941 0.28177  -0.171
2 F -1.69560 0.60616 -0.97904  -0.148
3 F -2.15733 -0.48902 0.70813  -0.141
4 N -0.21696 0.48650 0.83245  -0.071
5 N -1.59801 0.65535 0.37098  0.278
6 H 0.26769 -0.34731 0.59672  0.253

- SMILES string: FNN(F)F
- Charge: 0
- Multiplicity: 1
- Gap between HOMO and LUMO: 0.4588 Ha

Run Q
F3HN2 | ωB97M-V with the def2-TZVPD basis set

Last column: Mulliken charge in e.
Positions of all 6 atoms, in Å:
1 F -0.55902 -0.71851 1.39482  -0.074
2 F 0.49411 1.14971 -1.12961  -0.100
3 F 1.27936 -1.57801 -0.22672  -0.405
4 N 0.32810 0.05503 0.75854  0.138
5 N -0.33268 0.75715 -0.13753  0.117
6 H -1.20986 0.33462 -0.65950  0.324

- Charge: 0
- Multiplicity: 1
- Gap between HOMO and LUMO (alpha / beta): 0.3977 / 0.2939 Ha

Most stable structure: run P

Run P
C5H8S | ωB97M-V with the def2-TZVPD basis set

Last column: Mulliken charge in e.
Positions of all 14 atoms, in Å:
1 S 1.67652 -0.84877 -0.23462  -0.145
2 C 0.94194 0.01784 1.17679  -0.712
3 C -0.94848 0.82353 -0.30617  -0.181
4 C 0.11730 -1.35326 -1.02770  -0.647
5 C 0.08057 1.19206 0.72963  -0.403
6 C -0.94077 -0.27480 -1.05575  -0.402
7 H -1.74076 -0.47825 -1.75788  0.348
8 H -0.42208 1.62578 1.63934  0.270
9 H -0.26650 -2.25162 -0.55384  0.314
10 H 0.34838 -0.71382 1.76349  0.314
11 H 0.41627 -1.60015 -2.06203  0.339
12 H 1.78413 0.34547 1.78281  0.356
13 H -1.79098 1.52812 -0.41869  0.303
14 H 0.74446 1.98786 0.32462  0.246

- SMILES string: C1=CCSCC1
- Charge: 0
- Multiplicity: 1
- Gap between HOMO and LUMO: 0.3497 Ha

Run Q
C5H8S | ωB97M-V with the def2-TZVPD basis set

Last column: Mulliken charge in e.
Positions of all 14 atoms, in Å:
1 S 2.46962 0.83803 0.35563  -0.271
2 C -0.65203 -0.54200 -0.14814  -0.403
3 C -2.22232 1.29047 0.15036  -1.117
4 C 0.63874 -1.29937 -0.15812  -0.415
5 C 1.94155 -0.75619 0.25436  -0.333
6 C -0.94665 0.76940 0.25827  0.322
7 H 1.91871 1.57614 -0.77626  0.158
8 H -1.42628 -1.07609 -0.71097  0.251
9 H -2.35652 2.30834 0.48032  0.291
10 H -0.19897 1.39458 0.82325  0.250
11 H 0.43259 -2.22821 0.28717  0.358
12 H 2.66483 -1.33737 0.80740  0.334
13 H 0.69549 -1.71496 -1.27120  0.231
14 H -2.95877 0.77722 -0.35208  0.344

- Charge: 0
- Multiplicity: 1
- Gap between HOMO and LUMO (alpha / beta): 0.2666 / 0.2767 Ha

Most stable structure: run P

Run P
C5H8S | ωB97M-V with the def2-TZVPD basis set

Last column: Mulliken charge in e.
Positions of all 14 atoms, in Å:
1 S -1.30796 0.50727 1.47270  -0.160
2 C 0.84925 -1.35808 -1.54616  -0.540
3 C -0.13076 0.39838 0.25415  0.636
4 C 0.62352 1.61814 -0.11977  -1.255
5 C -0.52291 -1.97697 0.40021  -1.619
6 C 0.09904 -0.86629 -0.43732  0.440
7 H -1.58789 -1.79841 0.72362  0.337
8 H 0.69556 2.34162 0.74412  0.433
9 H -0.02279 -1.97392 1.48475  0.302
10 H 0.92063 -0.58396 -2.37795  0.192
11 H -0.00653 1.97650 -0.98077  0.299
12 H -0.33717 -2.85292 0.03469  0.472
13 H 1.57822 1.38328 -0.42438  0.340
14 H -0.94783 1.63588 1.94485  0.124

- Charge: 0
- Multiplicity: 1
- Gap between HOMO and LUMO (alpha / beta): 0.2766 / 0.2476 Ha

Run Q
C5H8S | ωB97M-V with the def2-TZVPD basis set

Last column: Mulliken charge in e.
Positions of all 14 atoms, in Å:
1 S 1.56381 -0.56612 -0.08878  -0.163
2 C -0.19696 1.50720 0.18820  -0.413
3 C -2.42640 -0.22998 -0.41435  -1.020
4 C 1.12050 1.12814 -0.19871  -0.202
5 C -1.10569 0.14526 0.47372  0.242
6 C -0.12380 -1.03389 0.32263  -0.810
7 H -1.47065 0.10608 1.55434  0.251
8 H -3.27190 0.66282 -0.55252  0.279
9 H -2.69334 -1.20380 -0.07419  0.375
10 H -1.91164 -0.53842 -1.55619  0.210
11 H -0.26641 -1.53052 -0.69441  0.230
12 H 1.92158 1.92176 -0.65615  0.251
13 H -0.59645 2.53926 0.36768  0.307
14 H -0.33813 -1.99970 0.80296  0.464

- SMILES string: C[C@@H]1C=CSC1
- Charge: 0
- Multiplicity: 1
- Gap between HOMO and LUMO: 0.3175 Ha

Most stable structure: run Q

Run P
C5H8S | ωB97M-V with the def2-TZVPD basis set

Last column: Mulliken charge in e.
Positions of all 14 atoms, in Å:
1 S 3.19817 0.33574 1.88248  -0.239
2 C -0.93819 -1.02536 0.37968  -1.303
3 C 1.11568 0.51345 0.12959  -0.307
4 C -0.82913 0.73189 -1.40298  -1.413
5 C -0.11088 0.14609 -0.20784  1.096
6 C 1.70640 -0.06399 1.30253  -0.434
7 H -0.43990 -1.68691 1.02020  0.451
8 H -1.82524 1.06464 -1.06885  0.326
9 H 1.65217 1.33913 -0.31520  0.318
10 H -0.30463 1.56177 -1.80932  0.367
11 H 1.06933 -0.75588 1.88411  0.154
12 H -1.43737 -1.51858 -0.50186  0.280
13 H -1.03119 0.00829 -2.16926  0.363
14 H -1.82522 -0.65029 0.87673  0.340

- SMILES string: CC(C)=CC=S
- Charge: 0
- Multiplicity: 1
- Gap between HOMO and LUMO: 0.2953 Ha

Run Q
C5H8S | ωB97M-V with the def2-TZVPD basis set

Last column: Mulliken charge in e.
Positions of all 14 atoms, in Å:
1 S -2.22042 -0.35554 -0.17820  -0.231
2 C 0.20018 1.72331 -0.20977  -0.915
3 C -0.69672 -0.43703 0.45978  -0.387
4 C 2.37645 -0.85197 -0.56906  -1.008
5 C 0.38571 0.46446 0.25918  0.848
6 C 1.76123 0.00532 0.54251  -0.719
7 H 1.76612 -1.77551 -0.59239  0.301
8 H 2.38750 -0.43191 -1.56452  0.328
9 H 3.42060 -1.10670 -0.37400  0.315
10 H 0.99034 2.45766 -0.30716  0.280
11 H -0.46835 -1.25992 1.14656  0.277
12 H -0.82306 2.06213 -0.48247  0.252
13 H 2.34966 0.92312 0.68935  0.347
14 H 1.74280 -0.60490 1.43998  0.312

- SMILES string: C=C(C=S)CC
- Charge: 0
- Multiplicity: 1
- Gap between HOMO and LUMO: 0.2875 Ha

Most stable structure: run P

Run P
CH3NO4 | ωB97M-V with the def2-TZVPD basis set

Last column: Mulliken charge in e.
Positions of all 9 atoms, in Å:
1 O 2.02869 0.58427 -0.29040  -0.320
2 O -2.98610 1.10025 -0.52471  -0.273
3 O 1.53564 -0.36221 0.64792  -0.468
4 O -0.79385 -1.18431 -0.30604  -0.710
5 N -1.08005 -0.05438 0.34126  0.128
6 C -2.04900 0.65612 -0.01998  0.541
7 H 2.67039 -0.01234 -0.73108  0.346
8 H 0.90496 -0.83238 0.00634  0.440
9 H -0.23068 0.10500 0.87670  0.317

- SMILES string: O=C=[NH+][O-].OO
- Charge: 0
- Multiplicity: 1
- Gap between HOMO and LUMO: 0.3103 Ha

Run Q
CH3NO4 | ωB97M-V with the def2-TZVPD basis set

Last column: Mulliken charge in e.
Positions of all 9 atoms, in Å:
1 O 1.45123 0.86026 2.40777  -0.151
2 O -1.46518 -0.78525 0.75164  -0.291
3 O 0.53925 1.56370 1.87481  0.279
4 O 0.50517 1.75140 0.57483  -0.177
5 N -0.93327 -1.32191 -0.15460  -0.015
6 C -0.18157 -0.63226 -1.07893  -0.494
7 H 0.69536 -1.20766 -1.24300  0.290
8 H 0.00206 0.55705 -1.05240  0.260
9 H -0.61305 -0.78534 -2.08011  0.300

- Charge: 0
- Multiplicity: 1
- Gap between HOMO and LUMO (alpha / beta): 0.2533 / 0.2454 Ha

Most stable structure: run P

Run P
H21O11 | ωB97M-V with the def2-TZVPD basis set

Last column: Mulliken charge in e.
Positions of all 32 atoms, in Å:
1 O -3.05554 0.43002 0.36571  -0.669
2 O -1.76749 -1.87929 1.49674  -0.613
3 O 0.20509 -2.49206 -0.91877  -0.698
4 O 0.24520 0.04387 0.09830  -0.473
5 O 1.73043 1.79544 -2.53578  -0.715
6 O -1.40313 2.13614 -1.00383  -0.789
7 O 1.14811 -1.87147 2.26741  -0.646
8 O 2.72396 -0.46430 -0.50920  -0.694
9 O -0.17522 -0.13616 -2.45797  -0.746
10 O 1.39355 2.37348 0.29755  -0.710
11 O -0.15610 0.82339 2.52422  -0.700
12 H 1.71844 2.14046 -1.66668  0.410
13 H -0.62352 -0.23167 0.29868  -0.022
14 H 0.90591 -1.49843 1.40419  0.367
15 H -1.49164 -2.77890 1.27808  0.281
16 H 0.65021 -2.67843 2.17135  0.266
17 H -0.60976 1.60590 -0.80329  0.387
18 H 0.14080 -0.97404 -2.83700  0.319
19 H 1.13826 1.04541 -2.53467  0.371
20 H -1.50352 2.04242 -1.93551  0.304
21 H 0.13984 -1.60880 -0.45506  0.165
22 H 0.11041 -0.14187 -1.54282  0.496
23 H -2.63469 -0.18842 0.93674  0.361
24 H -1.64137 -1.84209 2.43309  0.305
25 H 1.07115 1.47050 0.09275  0.130
26 H 1.80099 -0.17953 -0.26753  0.199
27 H 0.74295 2.84570 0.85733  0.369
28 H -0.01428 0.55572 1.59731  0.302
29 H -0.89355 1.41367 2.55009  0.301
30 H -0.67533 -2.51974 -1.27365  0.367
31 H -2.38360 0.84029 -0.17105  0.454
32 H 3.16345 -0.07723 0.24328  0.323

- Charge: -1
- Multiplicity: 1
- Gap between HOMO and LUMO: 0.3518 Ha

Run Q
H21O11 | ωB97M-V with the def2-TZVPD basis set

Last column: Mulliken charge in e.
Positions of all 32 atoms, in Å:
1 O 0.68626 -2.68542 -0.77890  -0.639
2 O -0.19784 -0.36072 -2.72133  -0.799
3 O -2.08264 1.23707 -1.60574  -0.719
4 O 0.61877 -0.09501 -0.24436  -0.199
5 O 1.14062 2.48319 -0.45907  -0.834
6 O -0.55194 2.35947 1.56016  -0.698
7 O 2.62946 0.71517 1.28286  -0.648
8 O -2.05508 0.34662 2.34775  -0.690
9 O 2.88708 -0.42214 -1.44315  -0.692
10 O 0.15729 -1.27677 2.06359  -0.771
11 O -2.21916 -0.85111 0.01324  -0.638
12 H 1.73870 2.83888 0.20001  0.353
13 H -0.10928 -3.14219 -0.61869  0.256
14 H 0.55675 -0.21155 -3.27765  0.314
15 H -1.46362 0.76883 -2.21328  0.389
16 H -3.05193 -0.83531 -0.42188  0.279
17 H -0.01793 2.24909 0.78007  0.449
18 H 0.32990 -0.78586 1.17275  0.231
19 H 0.51661 -1.72118 -0.57320  0.338
20 H 0.10286 -0.28427 -1.82305  0.357
21 H 3.32771 0.08703 1.21775  0.297
22 H 2.01961 -0.34671 -0.94805  0.213
23 H 1.08953 1.51763 -0.36814  0.384
24 H 3.04164 -1.35111 -1.44833  0.330
25 H -0.61754 -0.85321 2.39356  0.405
26 H -2.21076 -0.06064 1.55607  0.429
27 H -2.07268 -1.78190 0.05702  0.164
28 H -0.82497 1.47043 1.70619  0.358
29 H 2.00481 0.37252 0.70084  0.438
30 H -2.27658 0.65893 -0.85444  0.323
31 H -0.33781 -0.06406 -0.12863  -0.278
32 H -2.75784 0.02431 2.87602  0.297

- Charge: -1
- Multiplicity: 1
- Gap between HOMO and LUMO: 0.3278 Ha

Most stable structure: run P